68
Properties=species:S:1:pos:R:3 method="wB97M-V/def2-TZVPD" lumo_ev=0.314 energy_ha=-1606.1286 relative_energy_kcal_mol=82.2
C -6.046 -3.609 0.368
C -5.621 -2.169 0.284
O -4.195 -2.084 0.638
C -3.627 -0.912 0.324
N -2.295 -0.785 0.822
C -1.576 -1.902 0.268
C -1.695 -3.165 1.074
O -0.968 -1.863 -0.795
O -4.198 -0.033 -0.307
H -7.131 -3.672 0.259
H -5.630 -4.201 -0.453
H -5.790 -4.073 1.323
H -5.714 -1.775 -0.732
H -6.158 -1.530 0.998
H -2.749 -3.353 1.292
H -1.308 -3.990 0.467
H -1.125 -3.090 2.013
C 4.729 3.010 -0.778
N 3.627 2.089 -0.944
C 3.731 1.022 -1.790
O 4.705 0.747 -2.488
C 2.408 0.263 -1.711
C 2.554 -1.222 -1.356
C 3.268 -2.000 -2.435
C 4.394 -2.763 -2.114
C 5.126 -3.380 -3.131
C 4.701 -3.267 -4.462
C 3.533 -2.560 -4.769
C 2.801 -1.943 -3.752
N 1.666 0.997 -0.694
C 0.352 0.646 -0.482
C -0.390 0.871 0.625
C -1.854 0.540 0.820
C -2.459 1.276 2.099
C -3.810 1.134 2.429
C -4.410 1.932 3.411
C -3.679 2.914 4.075
C -4.324 3.773 5.031
N -4.869 4.474 5.793
C -2.316 3.030 3.802
C -1.707 2.172 2.880
C 2.403 2.139 -0.139
C 2.756 1.955 1.344
C 1.692 3.482 -0.347
H 5.527 2.723 -1.469
H 4.411 4.036 -1.000
H 5.112 2.978 0.250
H 1.885 0.374 -2.680
H 3.113 -1.300 -0.408
H 1.548 -1.641 -1.187
H 4.701 -2.829 -1.066
H 6.028 -3.936 -2.879
H 5.281 -3.733 -5.259
H 3.187 -2.475 -5.800
H 1.882 -1.390 -3.966
H -0.073 0.026 -1.275
H 0.077 1.512 1.364
H -2.361 1.075 0.005
H -4.462 0.440 1.909
H -5.461 1.792 3.650
H -1.721 3.780 4.322
H -0.621 2.254 2.801
H 3.512 1.166 1.453
H 3.168 2.896 1.733
H 1.877 1.689 1.936
H 1.665 3.726 -1.417
H 0.671 3.450 0.047
H 2.252 4.265 0.178



17
Properties=species:S:1:pos:R:3 method="wB97M-V/def2-TZVPD" lumo_ev="-0.240 / -0.743" energy_ha=-451.2651 relative_energy_kcal_mol=158.8
C 1.564 0.025 0.075
C -0.725 -0.216 -1.458
C -0.792 0.989 0.313
C 0.118 -0.124 0.492
N 0.450 -1.421 2.384
N -0.480 0.761 -2.348
N -0.326 -1.097 1.249
N -1.924 1.402 0.512
O -1.082 -1.330 -1.692
H -0.219 -1.486 3.147
H 0.805 -2.363 2.218
H -0.374 1.714 -2.046
H -0.656 0.593 -3.330
H -2.158 2.390 0.535
H 2.186 0.102 0.964
H 1.748 0.917 -0.524
H 1.864 -0.856 -0.492